Molecular formula: C7H14ClO6P
Method: DFT, ωB97M-V/def2-TZVPD

* highest occupied orbital energy (alpha / beta): -8.84 / -7.67 eV
* electronic energy: -1528.0095 a.u.
* molecular weight: 260.61 g mol⁻¹
* lowest unoccupied orbital energy (alpha / beta): 0.07 / -1.43 eV
* orbital gap (alpha / beta): 8.911 / 6.242 eV
* strongest force on any atom: 5.3 eV Å⁻¹

Element x y z (Å)
C 0.494 1.971 1.099
C 0.424 0.758 -2.784
C -0.888 1.463 3.067
C 1.662 -1.371 1.004
C -0.931 -3.391 -0.861
C 0.499 2.756 -0.038
C -0.469 0.368 -1.682
O 1.374 1.417 1.714
O -1.367 -0.960 0.646
O -1.686 0.961 -1.864
O -0.821 1.963 1.657
O 1.171 -0.721 -0.117
O -0.332 -2.222 -1.382
P -0.355 -0.904 -0.450
Cl 1.833 2.949 -1.090
H -0.118 1.407 -3.471
H 1.438 1.333 -2.436
H 0.993 0.026 -3.511
H -1.987 1.540 3.339
H -0.220 2.232 3.602
H -0.401 0.472 2.862
H 2.432 -0.841 1.621
H 2.108 -2.430 0.891
H 0.897 -1.615 1.834
H -0.677 -4.247 -1.601
H -2.041 -3.272 -0.955
H -0.487 -3.680 0.171
H -0.347 3.326 -0.185
H -2.196 0.711 -1.080

natural (NBO) population analysis, charges in e, atoms 1 to 4: C 0.646; C -0.713; C -0.277; C -0.298


Molecular formula: C51H43AsFNO10V
Method: DFT, ωB97M-V/def2-TZVPD

* highest occupied orbital energy (alpha / beta): -8.14 / -8.14 eV
* electronic energy: -6056.2050 a.u.
* <S²>: 0.7584
* molecular weight: 974.77 g mol⁻¹
* lowest unoccupied orbital energy (alpha / beta): -0.51 / 0.09 eV
* orbital gap (alpha / beta): 7.626 / 8.226 eV
* multiplicity: 2
* strongest force on any atom: 1.6 eV Å⁻¹

Element x y z (Å)
V 0.730 -0.047 0.541
C -7.094 1.316 1.239
C -6.113 2.481 1.157
C -6.748 3.757 0.625
C -7.110 3.611 -0.848
C -5.867 3.276 -1.630
C -5.724 3.617 -2.957
C -4.547 3.319 -3.634
F -4.475 3.626 -4.944
C -3.475 2.749 -3.009
C -3.606 2.388 -1.665
C -2.458 1.760 -0.970
O -1.318 1.917 -1.380
C -2.838 1.000 0.219
C -4.029 1.276 0.811
N -4.950 2.125 0.316
C -4.808 2.606 -0.990
C -1.975 -0.026 0.867
O -2.163 -0.365 2.014
O -1.023 -0.522 0.075
H -7.988 1.617 1.789
H -6.651 0.465 1.756
H -7.392 0.983 0.244
H -5.724 2.683 2.156
H -6.039 4.580 0.737
H -7.628 3.988 1.225
H -7.550 4.534 -1.226
H -7.860 2.826 -0.977
H -6.530 4.113 -3.485
H -2.544 2.559 -3.527
H -4.277 0.788 1.746
C 4.011 -3.200 7.399
C 3.541 -2.573 6.114
C 2.651 -3.231 5.277
C 2.178 -2.658 4.103
C 1.228 -3.472 3.255
C 2.646 -1.381 3.745
C 3.606 -0.727 4.538
C 4.269 0.576 4.159
C 4.008 -1.327 5.724
C 2.093 -0.701 2.548
O 2.735 0.070 1.808
O 0.847 -0.921 2.255
H 3.499 -4.143 7.589
H 3.830 -2.535 8.245
H 5.084 -3.399 7.364
H 2.308 -4.224 5.547
H 1.112 -4.465 3.686
H 1.607 -3.582 2.238
H 0.250 -3.002 3.180
H 3.650 1.200 3.526
H 5.183 0.366 3.599
H 4.544 1.132 5.056
H 4.727 -0.808 6.351
C -0.604 0.899 -7.534
C 0.328 1.572 -6.758
C 0.449 1.294 -5.401
C -0.359 0.330 -4.809
C -1.317 -0.317 -5.588
C -1.438 -0.042 -6.942
As -0.158 -0.344 -2.959
C 1.549 0.548 -2.638
C 1.732 1.773 -2.011
C 3.006 2.337 -1.971
C 4.074 1.680 -2.565
C 3.893 0.440 -3.172
C 2.632 -0.138 -3.203
C 2.298 -1.479 -3.744
C 3.211 -2.407 -4.231
C 2.780 -3.681 -4.579
C 1.442 -4.032 -4.441
C 0.523 -3.101 -3.969
C 0.947 -1.825 -3.634
H -0.680 1.103 -8.594
H 0.972 2.317 -7.210
H 1.181 1.832 -4.812
H -1.969 -1.055 -5.131
H -2.179 -0.562 -7.537
H 0.890 2.297 -1.575
H 3.155 3.290 -1.479
H 5.059 2.128 -2.548
H 4.740 -0.070 -3.616
H 4.261 -2.153 -4.325
H 3.493 -4.408 -4.945
H 1.118 -5.034 -4.692
H -0.520 -3.374 -3.858
C 2.661 -2.204 -0.383
O 1.612 -1.262 -0.215
H 3.477 -1.944 0.290
H 3.007 -2.181 -1.413
H 2.275 -3.194 -0.147
O 1.425 3.441 1.478
C 0.888 2.502 1.993
O 0.328 1.508 1.237
C 0.824 2.274 3.453
C -0.089 1.389 4.009
C -0.076 1.110 5.380
C 0.884 1.740 6.129
O 1.128 1.604 7.463
C 2.227 2.470 7.759
O 2.602 3.136 6.554
C 1.771 2.649 5.577
C 1.775 2.941 4.246
H -0.817 0.895 3.379
H -0.773 0.414 5.824
H 3.065 1.877 8.128
H 1.922 3.205 8.504
H 2.474 3.636 3.801

natural (NBO) population analysis, charges in e, atoms 1 to 4: V 1.697; C -0.623; C -0.025; C -0.402